This record from the Open Molecules 2025 dataset describes C40H31N2O2P2PtS3 as an isolated structure in a non-equilibrium geometry. The level of theory is ωB97M-V with the def2-TZVPD basis set.

Each line ends with the Löwdin charge.
Positions of all 81 atoms, in Å:
1 Pt -0.18991 -0.78946 -1.07472  0.8801
2 S 2.35700 -2.64518 -1.99951  0.2865
3 S -1.29102 -0.54455 2.25750  0.1943
4 S -1.43297 0.31941 -3.46230  0.5413
5 P 1.17345 -3.45115 -0.62573  0.3716
6 P -0.85974 -2.34422 1.53992  0.3491
7 O -1.11564 -1.02320 -3.93690  -0.3511
8 O -1.85044 1.23571 -4.50241  -0.3235
9 N 1.54669 0.41234 -0.68125  0.0057
10 N -0.30357 0.92730 -2.48992  -0.2406
11 C -0.29291 -4.79999 2.83980  -0.0977
12 C -2.82499 -3.23293 -0.23906  -0.0884
13 C -5.05550 -0.16962 -0.77784  -0.0872
14 C -1.49668 -5.13749 -3.20144  -0.0802
15 C -4.42439 -4.38816 1.71225  -0.0898
16 C 3.79603 1.11711 -3.53777  -0.0531
17 C 2.40271 0.17498 0.27891  -0.1297
18 C -4.02667 -3.83759 -0.59406  -0.0843
19 C 2.68652 -5.70919 0.16897  -0.0937
20 C 1.14283 -3.60557 4.88483  -0.0918
21 C 4.26939 0.63494 -1.13599  -0.0155
22 C -2.85150 0.74973 -1.08686  -0.0981
23 C 3.86234 -4.36165 2.29082  -0.0867
24 C 3.79429 0.29844 0.09450  -0.0480
25 C 2.25304 -4.42247 0.48708  -0.3419
26 C -1.90626 -6.30704 -2.56599  -0.1032
27 C 3.68311 -6.32512 0.91960  -0.0894
28 C -3.98311 0.56330 -0.30068  -0.0835
29 C 4.27120 -5.65376 1.98366  -0.1008
30 C -1.33988 -6.66200 -1.35124  -0.0901
31 C 2.85776 1.25731 -4.51465  -0.0716
32 C -0.37461 -5.84476 -0.76904  -0.1065
33 C 2.00856 0.77137 -1.92599  -0.2034
34 C -3.22271 -3.79024 2.06281  -0.0969
35 C 0.53885 -2.82231 3.90925  -0.1160
36 C 0.31228 -5.58838 3.81273  -0.0809
37 C -3.88468 -0.56006 -2.84223  -0.0727
38 C -0.52571 -4.32874 -2.62548  -0.1122
39 C 0.21371 -2.26403 0.19426  -0.7294
40 C -4.82525 -4.41923 0.37894  -0.0949
41 C -5.00912 -0.72428 -2.05580  -0.0958
42 C -2.80258 0.16925 -2.34538  -0.3104
43 C 3.37643 0.86829 -2.20549  -0.1765
44 C 1.03666 0.97683 -2.94845  -0.2823
45 C 2.86745 -3.75048 1.54140  -0.0994
46 C 0.03989 -4.67192 -1.39577  -0.3329
47 C -2.40410 -3.21849 1.08724  -0.3303
48 C -0.18431 -3.41151 2.87422  -0.3405
49 C 1.46982 1.20387 -4.22477  -0.0119
50 C 1.03185 -4.99084 4.83718  -0.1000
51 H 4.32037 -3.82879 3.11636  0.0998
52 H 4.46019 0.09530 0.92200  0.1043
53 H 5.33600 0.70962 -1.31577  0.1169
54 H -3.81940 -1.00328 -3.82849  0.1153
55 H 0.74101 1.33512 -5.01344  0.1061
56 H 5.05627 -6.12914 2.56110  0.0939
57 H -4.00695 0.97805 0.70044  0.0988
58 H -2.20079 -2.77885 -1.00090  0.0746
59 H -5.05180 -4.82855 2.47816  0.0950
60 H 2.25917 -6.22720 -0.68018  0.1019
61 H -2.66364 -6.93829 -3.01663  0.0945
62 H 1.70369 -3.13452 5.68436  0.0974
63 H -4.32936 -3.85638 -1.63506  0.1033
64 H -5.92643 -0.32329 -0.15120  0.1005
65 H -2.02886 1.35112 -0.73441  0.0929
66 H -0.20839 -3.41707 -3.12497  0.0704
67 H 3.17159 1.40495 -5.54107  0.1011
68 H -5.76009 -4.89463 0.10391  0.0945
69 H 0.60624 -1.74060 3.94096  0.0672
70 H -1.93499 -4.84677 -4.14935  0.1036
71 H 4.00772 -7.32760 0.66480  0.0961
72 H 2.55315 -2.73768 1.76585  0.0924
73 H -2.91654 -3.76509 3.10158  0.1065
74 H -1.65235 -7.57004 -0.84850  0.0971
75 H 4.85452 1.14269 -3.76707  0.1049
76 H 1.97925 -0.11926 1.23296  0.1021
77 H 0.22649 -6.66769 3.76523  0.0999
78 H -0.86464 -5.27031 2.04944  0.0922
79 H -5.84817 -1.30111 -2.42858  0.1005
80 H 0.05787 -6.13295 0.18110  0.0845
81 H 1.49915 -5.60245 5.60057  0.0957

Results
Frontier orbital gap (spin up / spin down): 0.2261 / 0.2262 hartree
HOMO (spin up / spin down): -4.2747 / -4.2760 eV
Total charge: -1
F_max: 2.48 eV/A

This record from the Open Molecules 2025 dataset describes C40H32ClN11O4Pb as an isolated structure. The level of theory is ωB97M-V with the def2-TZVPD basis set.

Each line ends with the natural charge from an NBO analysis.
Positions of all 89 atoms, in Å:
1 Pb 0.01722 0.51939 0.71865  1.7057
2 Cl -5.31231 1.57466 -2.11609  0.0811
3 O 2.54203 -3.56300 -3.47995  -0.4006
4 O -0.39126 2.04922 2.71303  -0.5183
5 O -0.31695 2.72999 -0.32493  -0.7657
6 O 1.06794 0.09694 4.31380  -0.5167
7 N 2.58861 0.20815 0.89789  -0.6548
8 N -2.11315 -3.60625 0.07086  -0.1451
9 N 4.51040 -0.84667 1.32403  -0.2307
10 N -1.52927 3.83544 1.29625  -0.3154
11 N -1.83196 -3.85012 1.35979  -0.2234
12 N 4.70489 0.11956 0.41045  -0.1432
13 N -2.67425 0.74322 0.70052  -0.5454
14 N 3.49236 -4.06180 -1.57103  -0.2816
15 N -1.04561 -1.84468 0.76502  -0.6495
16 N 2.29070 -4.69795 -1.62422  -0.2816
17 N -1.60069 3.12167 2.31338  0.2019
18 C -4.79693 0.01337 1.50611  -0.2178
19 C -1.01671 3.69458 0.05373  0.6449
20 C -1.98755 6.83186 -2.64248  -0.1446
21 C -2.64563 6.74970 -1.42113  -0.2073
22 C 0.32766 -4.57806 -3.06782  -0.1013
23 C -1.33965 4.80643 -0.85386  -0.1108
24 C 5.95066 0.17536 -0.36101  -0.2529
25 C -1.18639 -2.78121 1.75096  0.1362
26 C 3.23482 -0.77644 1.59518  0.1393
27 C 6.05443 0.05537 -2.91660  -0.2194
28 C -3.43118 0.18286 1.64811  0.0186
29 C -2.31932 5.75021 -0.52539  -0.1737
30 C -1.98573 0.74510 6.26022  -0.1988
31 C -2.69403 -4.62341 -0.81617  -0.2532
32 C 5.03670 -1.72146 -1.68186  -0.2097
33 C -5.40624 0.43183 0.33311  -0.1605
34 C -1.87757 -4.68537 -2.09186  0.0238
35 C 3.55721 0.74893 0.16556  0.2086
36 C 3.61102 -3.37780 -2.66562  0.4600
37 C 2.16606 1.02569 4.30012  -0.2557
38 C -0.68389 4.89589 -2.08248  -0.1753
39 C -0.99979 5.91073 -2.96592  -0.2069
40 C 4.90347 -1.71874 -4.08458  -0.1645
41 C -1.64513 -2.40782 -0.27637  0.2005
42 C -2.43810 -4.55066 -3.35553  -0.2213
43 C -2.62854 1.70433 5.50451  -0.1543
44 C 5.67277 -0.56413 -4.10077  -0.1910
45 C -3.25869 1.16847 -0.41967  0.0017
46 C 4.57618 -2.29772 -2.86285  -0.1037
47 C -2.01938 2.11205 4.31975  -0.1736
48 C -0.23373 -4.45035 -4.33538  -0.1640
49 C -1.61364 -4.46806 -4.47190  -0.1910
50 C -0.79807 1.57353 3.90596  0.3025
51 C -4.62045 1.02558 -0.64562  -0.0693
52 C 5.72390 -0.52030 -1.69571  0.0309
53 C -0.50060 -4.74698 -1.96282  -0.2059
54 C -2.41100 3.04468 3.32236  0.0827
55 C -0.75178 0.23054 5.85849  -0.1841
56 C -0.12774 0.63766 4.68838  0.2208
57 C 1.73758 -4.37363 -2.74980  0.4531
58 H -2.42814 0.39747 7.18289  0.2490
59 H -0.03347 -4.85886 -0.99228  0.2428
60 H -0.47613 5.98802 -3.90891  0.2334
61 H -3.41104 7.47097 -1.16922  0.2346
62 H 4.56548 -2.16495 -5.01060  0.2337
63 H -1.74142 -1.97597 -1.26009  0.2318
64 H -2.62295 1.64112 -1.16189  0.2235
65 H -2.66090 -5.56244 -0.26664  0.2591
66 H 2.06905 1.74859 3.48837  0.1774
67 H 6.59838 0.99203 -2.94994  0.2247
68 H -3.29173 3.66939 3.34503  0.2750
69 H 0.40272 -4.33745 -5.20325  0.2357
70 H -0.22756 -0.49138 6.47199  0.2540
71 H -2.05336 -4.37679 -5.45597  0.2349
72 H -0.80441 -2.66110 2.75227  0.2202
73 H 3.44369 1.56498 -0.53060  0.2310
74 H -2.82297 5.69579 0.42939  0.2243
75 H -3.57691 2.12892 5.80560  0.2432
76 H 4.78778 -2.21241 -0.75173  0.2486
77 H 2.74532 -1.42835 2.30092  0.2244
78 H 2.22835 1.55249 5.25339  0.2014
79 H -3.51384 -4.49615 -3.47320  0.2254
80 H 3.06601 0.43358 4.16274  0.2137
81 H 5.94674 -0.11797 -5.04719  0.2339
82 H -2.25007 7.61356 -3.34249  0.2355
83 H -6.46884 0.30711 0.17365  0.2565
84 H -5.37880 -0.43578 2.29890  0.2485
85 H 0.08105 4.16931 -2.32304  0.2281
86 H -3.73689 -4.38275 -1.02014  0.2276
87 H 6.24328 1.21361 -0.50319  0.2306
88 H 6.70396 -0.33471 0.23549  0.2591
89 H -2.91605 -0.15026 2.54295  0.2080

Results
Frontier orbital gap: 0.2288 hartree
HOMO: -12.6573 eV
Total charge: +2
F_max: 0.96 eV/A